Below is C18H25BBr39ClNO as an isolated structure in a non-equilibrium geometry, with properties calculated with ωB97M-V with the def2-TZVPD basis set.

Values from the calculation:
LUMO, eV: 0.9
E_HOMO, eV: -5.556
Charge: -1
Orbital gap, eV: 6.44
Spin multiplicity: 1
DFT total energy, eV: -2767460.963

Last column: Mulliken charge in e.
Element x y z (Å)
Br 4.650 2.275 5.869  -0.028
Br -3.844 -3.050 -5.733  0.078
Br 0.262 5.363 6.326  -0.046
Br -1.693 -5.164 -7.604  -0.047
Br -4.400 -0.324 12.467  0.009
Br -4.287 5.355 -1.974  -0.021
Br -3.898 -1.799 -1.298  0.004
Br -1.213 4.807 3.529  0.004
Br 8.784 -2.749 -0.863  -0.039
Br -4.950 -3.397 11.719  -0.009
Br 4.581 0.130 -5.364  -0.021
Br 5.444 3.206 -5.031  -0.060
Br -7.007 -0.996 -1.414  -0.066
Br 6.816 -5.241 -1.356  -0.038
Br -1.206 0.819 3.870  -0.022
Br 0.825 -2.216 -10.007  0.020
Br -0.644 -1.040 10.828  -0.058
Br 7.125 2.803 3.880  -0.068
Br 1.428 0.146 5.579  -0.076
Br 1.465 2.559 3.460  0.074
Br -1.664 -1.993 -12.025  -0.010
Br -2.018 -7.286 -9.993  -0.032
Br -4.181 -4.940 -9.622  0.000
Br -4.804 -0.192 -4.629  0.050
Br 1.490 3.852 -6.150  -0.075
Br 0.500 -4.339 -12.397  -0.022
Br -2.860 5.926 0.843  0.063
Br -6.954 -2.247 -5.842  -0.056
Br 6.202 1.069 -2.756  -0.026
Br 6.336 -3.286 1.146  0.026
Br -1.696 -1.817 7.894  0.017
Br 1.854 2.522 -3.249  0.161
Br 1.149 6.975 3.692  -0.020
Br 5.149 0.314 3.385  0.114
Br -4.862 1.058 -0.188  -0.027
Br -1.145 1.257 8.640  0.006
Br -0.374 4.792 -3.707  0.028
Br -3.904 -2.622 14.655  -0.022
Br -1.942 7.549 -1.773  -0.058
Cl 3.423 1.338 -0.384  -0.295
O 3.825 -1.247 -0.771  -0.565
N -1.357 0.815 -1.590  -0.429
C -0.419 -3.185 -11.136  0.307
C 2.824 -0.935 1.513  0.320
C 5.316 2.122 4.057  -0.225
C 0.685 -2.155 0.190  -0.635
C 4.920 1.576 -4.118  0.904
C -0.381 0.218 -0.580  0.680
C 0.610 3.320 -4.505  -0.428
C -0.626 -0.586 8.942  -0.245
C -0.314 6.121 4.635  -0.380
C -5.332 -0.805 -0.453  -0.330
C -0.497 -1.378 -0.584  0.068
C -3.415 6.678 -0.856  -0.372
C 3.366 -0.460 0.103  0.658
C -5.277 -2.053 -4.886  -0.194
C -3.882 -2.167 12.770  -0.059
C 6.977 -3.431 -0.677  -0.151
C -2.936 -6.132 -8.733  -0.374
C 0.390 1.534 4.708  -0.223
B 1.239 -1.411 1.547  0.456
H 6.333 -2.801 -1.291  0.186
H -3.523 -6.777 -8.081  0.395
H -0.779 0.569 0.447  -0.013
H 0.403 -0.687 8.599  0.266
H 0.659 0.627 -0.795  -0.376
H -0.118 2.553 -4.766  0.400
H -5.423 -2.484 -3.896  0.156
H 0.595 -0.467 1.896  -0.394
H -0.986 1.767 -1.767  0.173
H -2.853 -2.268 12.430  0.060
H 3.980 1.785 -3.608  -0.911
H -1.041 6.897 4.865  0.389
H -5.481 -1.238 0.534  0.422
H 1.154 -2.207 2.452  -0.305
H 1.480 -2.420 -0.584  0.130
H 0.229 -3.166 0.527  0.104
H 0.059 2.223 5.484  0.239
H -1.543 -1.630 -0.162  -0.157
H -2.273 0.953 -1.119  0.003
H 4.678 2.749 3.436  0.222
H -1.006 -3.830 -10.484  -0.287
H -0.422 -1.701 -1.694  0.166
H 3.481 -1.735 2.012  0.065
H -4.153 7.449 -0.641  0.353
H 2.895 -0.016 2.207  -0.484